Record 1
Here is a molecular structure, C24H23F8MnN4O15P2S2Te from the Open Molecules 2025 dataset. Energies are from ωB97M-V/def2-TZVPD.

Its expectation value of S² is 3.955. The energy above the lowest of the compared OMol25 structures with the same formula, charge and spin is 9.3066 eV. Its spin multiplicity is 4. As for the LUMO energy (alpha / beta): 0.45 / 0.91 eV. The charge is -1. The total energy comes out at -162536.848 eV. The HOMO energy (alpha / beta) is -7.010 / -7.137 eV. As for the strongest force on any atom: 0.4 eV/Å.

Geometry (Å):
Mn 1.22 -1.31 -0.25
O 2.48 -3.83 1.69
P 3.57 -2.72 1.25
O 4.66 -2.51 2.18
O 2.76 -1.48 0.81
O 4.14 -3.42 -0.10
P 3.39 -4.28 -1.25
O 2.77 -5.54 -0.46
O 2.18 -2.08 -1.65
O 1.90 -3.43 -1.31
H 1.60 -3.42 1.83
H 2.45 -5.27 0.42
F -2.29 -1.78 1.74
Te -0.62 -1.22 2.37
F -0.66 -2.94 3.19
F -1.62 0.40 2.39
F -0.94 -0.89 4.22
F -0.28 -0.12 0.52
O 0.32 -2.29 1.13
O 0.43 2.27 2.16
C 0.71 1.44 2.98
N 1.04 0.06 2.69
S 2.09 -0.46 3.88
O 3.42 -0.01 3.62
O 1.83 -1.86 4.09
C 1.47 0.64 5.11
C 1.68 0.66 6.47
C 1.19 1.75 7.18
C 0.54 2.80 6.53
C 0.37 2.78 5.15
C 0.83 1.68 4.45
H 2.20 -0.15 6.97
H 1.32 1.79 8.25
H 0.17 3.63 7.11
H -0.13 3.58 4.63
C -4.43 -2.80 -0.67
C -5.60 -1.92 -1.06
S -5.59 -1.43 -2.77
O -5.28 -2.59 -3.57
O -6.81 -0.70 -3.02
C -4.23 -0.26 -2.96
C -3.08 -0.75 -3.83
N -2.01 -1.40 -3.07
C -1.17 -0.76 -2.22
N -0.42 -1.64 -1.57
C -0.80 -2.89 -1.97
C -1.77 -2.75 -2.91
N -2.30 -3.79 -3.74
O -2.61 -3.50 -4.88
O -2.34 -4.90 -3.26
C -1.12 0.72 -2.08
H -4.57 -3.16 0.34
H -3.49 -2.24 -0.67
H -4.35 -3.65 -1.34
H -5.67 -1.00 -0.48
H -6.56 -2.44 -0.97
H -3.91 0.05 -1.97
H -4.71 0.60 -3.44
H -2.63 0.09 -4.35
H -3.43 -1.46 -4.57
H -0.33 -3.78 -1.61
H -1.89 1.20 -2.68
H -0.14 1.08 -2.40
H -1.23 0.99 -1.04
F 3.61 7.67 -1.41
C 3.39 6.92 -2.50
F 2.35 7.49 -3.15
F 4.46 7.07 -3.31
C 3.12 5.49 -2.16
C 3.58 4.47 -3.00
C 3.29 3.15 -2.70
C 2.53 2.84 -1.57
C 2.08 3.87 -0.73
C 2.37 5.18 -1.03
C 2.21 1.48 -1.25
C 1.89 0.35 -0.99
H 4.17 4.72 -3.87
H 3.65 2.36 -3.33
H 1.51 3.61 0.15
H 2.03 5.98 -0.38

Record 2
Here is a molecular structure, C33H48As3BrN3O2Ti from the Open Molecules 2025 dataset. Energies are from ωB97M-V/def2-TZVPD.

The energy above the lowest of the compared OMol25 structures with the same formula, charge and spin is 0.7270 eV. As for the LUMO energy (alpha / beta): 2.52 / 2.52 eV. The charge is -1. The total energy comes out at -319240.977 eV. The HOMO energy (alpha / beta) is -3.848 / -3.849 eV. As for the strongest force on any atom: 0.3 eV/Å.

Geometry (Å):
Ti 0.34 -0.11 0.07
O -1.98 -0.51 -3.41
C -1.12 -1.07 -4.28
C -1.52 -1.19 -5.61
C -0.68 -1.79 -6.53
C 0.56 -2.27 -6.15
C 0.95 -2.15 -4.82
C 0.13 -1.56 -3.88
C 0.54 -1.47 -2.42
O 0.21 -0.24 -1.89
N -0.15 -2.54 -1.67
N -0.60 -2.05 -0.42
C -1.76 -2.53 -0.04
C -2.36 -2.30 1.21
Br -1.90 1.37 0.14
C -2.96 -3.26 1.92
C -2.95 -4.72 1.66
C -1.97 -5.35 0.89
C -2.01 -6.71 0.64
C -3.03 -7.49 1.17
C -4.01 -6.89 1.96
C -3.96 -5.52 2.20
H -1.48 -0.28 -2.59
H -2.49 -0.80 -5.89
H -1.00 -1.87 -7.56
H 1.22 -2.74 -6.87
H 1.92 -2.52 -4.50
H 1.62 -1.64 -2.34
H -0.96 -2.87 -2.19
H -2.32 -3.08 -0.81
H -3.52 -3.01 2.82
H -1.15 -4.76 0.48
H -1.23 -7.17 0.04
H -3.06 -8.56 0.98
H -4.81 -7.48 2.38
H -4.72 -5.06 2.81
C -1.78 -0.36 3.68
As -0.25 -0.96 2.64
C 0.08 -2.82 3.14
C 1.09 -0.21 3.91
C 1.41 -0.85 5.11
C 2.33 -0.30 5.99
C 2.94 0.91 5.70
C 2.63 1.56 4.52
C 1.71 1.00 3.62
As 1.22 1.91 1.96
C 0.44 3.50 2.80
C 2.94 2.68 1.41
H -1.72 -0.76 4.70
H -2.68 -0.68 3.17
H -1.74 0.73 3.72
H -0.43 -3.05 4.08
H 1.15 -2.96 3.26
H -0.30 -3.48 2.38
H 0.94 -1.79 5.37
H 2.57 -0.82 6.92
H 3.66 1.34 6.38
H 3.10 2.51 4.30
H 1.08 3.84 3.61
H -0.54 3.24 3.19
H 0.33 4.29 2.06
H 2.77 3.72 1.11
H 3.31 2.11 0.57
H 3.67 2.66 2.22
C 3.08 -2.76 0.19
C 3.24 -1.24 0.39
C 4.13 -0.66 -0.72
C 3.89 -0.98 1.75
N 1.93 -0.64 0.31
H 2.64 -2.97 -0.78
H 4.05 -3.26 0.26
H 2.41 -3.16 0.95
H 5.10 -1.16 -0.74
H 4.30 0.40 -0.55
H 3.65 -0.79 -1.69
H 4.88 -1.43 1.79
H 3.28 -1.40 2.56
H 3.98 0.09 1.94
C 2.60 3.40 -2.22
As 0.94 2.63 -1.50
C 0.04 2.40 -3.21
C 0.05 4.32 -1.00
H 3.18 2.61 -2.70
H 3.20 3.82 -1.41
H 2.38 4.18 -2.95
H 0.09 3.33 -3.78
H -1.00 2.14 -3.02
H 0.51 1.59 -3.76
H 0.61 5.18 -1.38
H -0.04 4.39 0.08
H -0.95 4.31 -1.41

Record 3
Here is 3 unconnected molecules or ions with the total composition C4H11NO in a non-equilibrium geometry from the Open Molecules 2025 dataset. Energies are from ωB97M-V/def2-TZVPD.

The energy above the lowest of the compared OMol25 structures with the same formula, charge and spin is 6.0504 eV. As for the LUMO energy (alpha / beta): -0.13 / -0.13 eV. The total energy comes out at -7858.503 eV. The HOMO energy (alpha / beta) is -8.672 / -8.673 eV. As for the strongest force on any atom: 1.4 eV/Å.

Geometry (Å):
C -0.07 0.29 -1.22
C -0.95 0.01 1.65
C 1.47 0.66 0.38
C 0.17 -1.16 -1.53
N -1.95 -0.15 0.76
O -1.24 0.69 -0.95
H -2.54 0.67 0.68
H 0.56 1.04 -1.72
H 0.11 0.24 0.96
H -0.66 -0.92 2.15
H -0.96 0.87 2.32
H 1.23 -1.40 -1.62
H 1.84 0.16 1.27
H 2.20 0.46 -0.41
H 1.40 1.73 0.55
H -0.28 -1.78 -0.76
H -0.33 -1.40 -2.48

Among the records above, which one has the highest strongest force on any atom?
C4H11NO

Copy entry 1 word for word.
Here is a molecular structure, C24H23F8MnN4O15P2S2Te from the Open Molecules 2025 dataset. Energies are from ωB97M-V/def2-TZVPD.

Its expectation value of S² is 3.955. The energy above the lowest of the compared OMol25 structures with the same formula, charge and spin is 9.3066 eV. Its spin multiplicity is 4. As for the LUMO energy (alpha / beta): 0.45 / 0.91 eV. The charge is -1. The total energy comes out at -162536.848 eV. The HOMO energy (alpha / beta) is -7.010 / -7.137 eV. As for the strongest force on any atom: 0.4 eV/Å.

Geometry (Å):
Mn 1.22 -1.31 -0.25
O 2.48 -3.83 1.69
P 3.57 -2.72 1.25
O 4.66 -2.51 2.18
O 2.76 -1.48 0.81
O 4.14 -3.42 -0.10
P 3.39 -4.28 -1.25
O 2.77 -5.54 -0.46
O 2.18 -2.08 -1.65
O 1.90 -3.43 -1.31
H 1.60 -3.42 1.83
H 2.45 -5.27 0.42
F -2.29 -1.78 1.74
Te -0.62 -1.22 2.37
F -0.66 -2.94 3.19
F -1.62 0.40 2.39
F -0.94 -0.89 4.22
F -0.28 -0.12 0.52
O 0.32 -2.29 1.13
O 0.43 2.27 2.16
C 0.71 1.44 2.98
N 1.04 0.06 2.69
S 2.09 -0.46 3.88
O 3.42 -0.01 3.62
O 1.83 -1.86 4.09
C 1.47 0.64 5.11
C 1.68 0.66 6.47
C 1.19 1.75 7.18
C 0.54 2.80 6.53
C 0.37 2.78 5.15
C 0.83 1.68 4.45
H 2.20 -0.15 6.97
H 1.32 1.79 8.25
H 0.17 3.63 7.11
H -0.13 3.58 4.63
C -4.43 -2.80 -0.67
C -5.60 -1.92 -1.06
S -5.59 -1.43 -2.77
O -5.28 -2.59 -3.57
O -6.81 -0.70 -3.02
C -4.23 -0.26 -2.96
C -3.08 -0.75 -3.83
N -2.01 -1.40 -3.07
C -1.17 -0.76 -2.22
N -0.42 -1.64 -1.57
C -0.80 -2.89 -1.97
C -1.77 -2.75 -2.91
N -2.30 -3.79 -3.74
O -2.61 -3.50 -4.88
O -2.34 -4.90 -3.26
C -1.12 0.72 -2.08
H -4.57 -3.16 0.34
H -3.49 -2.24 -0.67
H -4.35 -3.65 -1.34
H -5.67 -1.00 -0.48
H -6.56 -2.44 -0.97
H -3.91 0.05 -1.97
H -4.71 0.60 -3.44
H -2.63 0.09 -4.35
H -3.43 -1.46 -4.57
H -0.33 -3.78 -1.61
H -1.89 1.20 -2.68
H -0.14 1.08 -2.40
H -1.23 0.99 -1.04
F 3.61 7.67 -1.41
C 3.39 6.92 -2.50
F 2.35 7.49 -3.15
F 4.46 7.07 -3.31
C 3.12 5.49 -2.16
C 3.58 4.47 -3.00
C 3.29 3.15 -2.70
C 2.53 2.84 -1.57
C 2.08 3.87 -0.73
C 2.37 5.18 -1.03
C 2.21 1.48 -1.25
C 1.89 0.35 -0.99
H 4.17 4.72 -3.87
H 3.65 2.36 -3.33
H 1.51 3.61 0.15
H 2.03 5.98 -0.38

What is the strongest force on any atom in the first record?
0.4 eV/Å

What did the second record say?
Here is a molecular structure, C33H48As3BrN3O2Ti from the Open Molecules 2025 dataset. Energies are from ωB97M-V/def2-TZVPD.

The energy above the lowest of the compared OMol25 structures with the same formula, charge and spin is 0.7270 eV. As for the LUMO energy (alpha / beta): 2.52 / 2.52 eV. The charge is -1. The total energy comes out at -319240.977 eV. The HOMO energy (alpha / beta) is -3.848 / -3.849 eV. As for the strongest force on any atom: 0.3 eV/Å.

Geometry (Å):
Ti 0.34 -0.11 0.07
O -1.98 -0.51 -3.41
C -1.12 -1.07 -4.28
C -1.52 -1.19 -5.61
C -0.68 -1.79 -6.53
C 0.56 -2.27 -6.15
C 0.95 -2.15 -4.82
C 0.13 -1.56 -3.88
C 0.54 -1.47 -2.42
O 0.21 -0.24 -1.89
N -0.15 -2.54 -1.67
N -0.60 -2.05 -0.42
C -1.76 -2.53 -0.04
C -2.36 -2.30 1.21
Br -1.90 1.37 0.14
C -2.96 -3.26 1.92
C -2.95 -4.72 1.66
C -1.97 -5.35 0.89
C -2.01 -6.71 0.64
C -3.03 -7.49 1.17
C -4.01 -6.89 1.96
C -3.96 -5.52 2.20
H -1.48 -0.28 -2.59
H -2.49 -0.80 -5.89
H -1.00 -1.87 -7.56
H 1.22 -2.74 -6.87
H 1.92 -2.52 -4.50
H 1.62 -1.64 -2.34
H -0.96 -2.87 -2.19
H -2.32 -3.08 -0.81
H -3.52 -3.01 2.82
H -1.15 -4.76 0.48
H -1.23 -7.17 0.04
H -3.06 -8.56 0.98
H -4.81 -7.48 2.38
H -4.72 -5.06 2.81
C -1.78 -0.36 3.68
As -0.25 -0.96 2.64
C 0.08 -2.82 3.14
C 1.09 -0.21 3.91
C 1.41 -0.85 5.11
C 2.33 -0.30 5.99
C 2.94 0.91 5.70
C 2.63 1.56 4.52
C 1.71 1.00 3.62
As 1.22 1.91 1.96
C 0.44 3.50 2.80
C 2.94 2.68 1.41
H -1.72 -0.76 4.70
H -2.68 -0.68 3.17
H -1.74 0.73 3.72
H -0.43 -3.05 4.08
H 1.15 -2.96 3.26
H -0.30 -3.48 2.38
H 0.94 -1.79 5.37
H 2.57 -0.82 6.92
H 3.66 1.34 6.38
H 3.10 2.51 4.30
H 1.08 3.84 3.61
H -0.54 3.24 3.19
H 0.33 4.29 2.06
H 2.77 3.72 1.11
H 3.31 2.11 0.57
H 3.67 2.66 2.22
C 3.08 -2.76 0.19
C 3.24 -1.24 0.39
C 4.13 -0.66 -0.72
C 3.89 -0.98 1.75
N 1.93 -0.64 0.31
H 2.64 -2.97 -0.78
H 4.05 -3.26 0.26
H 2.41 -3.16 0.95
H 5.10 -1.16 -0.74
H 4.30 0.40 -0.55
H 3.65 -0.79 -1.69
H 4.88 -1.43 1.79
H 3.28 -1.40 2.56
H 3.98 0.09 1.94
C 2.60 3.40 -2.22
As 0.94 2.63 -1.50
C 0.04 2.40 -3.21
C 0.05 4.32 -1.00
H 3.18 2.61 -2.70
H 3.20 3.82 -1.41
H 2.38 4.18 -2.95
H 0.09 3.33 -3.78
H -1.00 2.14 -3.02
H 0.51 1.59 -3.76
H 0.61 5.18 -1.38
H -0.04 4.39 0.08
H -0.95 4.31 -1.41